{"formula": "C21H26N2O3", "method": "ωB97M-V/def2-TZVPD", "total_energy_ev": -31320.7832, "smiles": "OCC[C@@H]1CN(Cc2cccc3c2OCO3)CCN1Cc1ccccc1", "orbital_gap_ev": 8.92, "species": ["O", "C", "C", "C", "C", "N", "C", "C", "C", "C", "C", "C", "C", "O", "C", "O", "C", "C", "N", "C", "C", "C", "C", "C", "C", "C", "H", "H", "H", "H", "H", "H", "H", "H", "H", "H", "H", "H", "H", "H", "H", "H", "H", "H", "H", "H", "H", "H", "H", "H", "H", "H"], "positions_angstrom": [[4.2948, 0.2497, 2.0808], [3.1574, 1.0193, 2.3961], [1.8530, 0.2225, 2.3332], [1.4026, -0.0744, 0.8874], [0.6345, 1.1238, 0.3181], [-0.5944, 1.2953, 1.0650], [-1.2528, 2.5696, 0.8274], [-1.6459, 2.8143, -0.6078], [-2.8587, 2.3728, -1.1457], [-3.1789, 2.5510, -2.4779], [-2.3061, 3.1863, -3.3582], [-1.1154, 3.6274, -2.8343], [-0.7916, 3.4400, -1.4915], [0.4484, 3.9803, -1.2445], [0.8857, 4.5184, -2.4723], [-0.0900, 4.2855, -3.4630], [-1.4402, 0.1353, 0.8730], [-0.7161, -1.0977, 1.4055], [0.5579, -1.2466, 0.7302], [1.1951, -2.5159, 1.0221], [0.4578, -3.6476, 0.3533], [-0.0289, -3.4901, -0.9386], [-0.6961, -4.5243, -1.5684], [-0.8791, -5.7327, -0.9163], [-0.3954, -5.8982, 0.3695], [0.2663, -4.8593, 1.0017], [4.1762, -0.1339, 1.2048], [3.0964, 1.8976, 1.7373], [3.3282, 1.3690, 3.4170], [1.0654, 0.7877, 2.8312], [2.0086, -0.7139, 2.8724], [2.2853, -0.2465, 0.2551], [0.4398, 0.9394, -0.7526], [1.2316, 2.0324, 0.4102], [-0.5603, 3.3542, 1.1447], [-2.1405, 2.6024, 1.4650], [-3.5651, 1.8863, -0.4902], [-4.1272, 2.1944, -2.8490], [-2.5477, 3.3329, -4.3971], [1.0490, 5.6032, -2.3628], [1.8332, 4.0392, -2.7679], [-1.6813, -0.0257, -0.1918], [-2.3708, 0.2777, 1.4271], [-0.5954, -1.0074, 2.4976], [-1.3148, -1.9885, 1.1994], [1.2665, -2.7202, 2.1046], [2.2151, -2.4808, 0.6228], [0.1140, -2.5425, -1.4352], [-1.0738, -4.3899, -2.5717], [-1.3986, -6.5420, -1.4083], [-0.5367, -6.8373, 0.8846], [0.6384, -4.9926, 2.0081]], "lowdin_charge": [-0.064, -0.265, -0.128, -0.290, -0.136, -0.151, -0.122, -0.137, -0.050, -0.082, 0.003, -0.198, -0.165, 0.023, -0.156, 0.037, -0.166, -0.154, -0.140, -0.150, -0.224, -0.042, -0.083, -0.098, -0.089, -0.046, 0.072, 0.113, 0.119, 0.113, 0.113, 0.142, 0.137, 0.120, 0.129, 0.127, 0.110, 0.102, 0.116, 0.141, 0.141, 0.126, 0.125, 0.128, 0.126, 0.121, 0.135, 0.112, 0.101, 0.098, 0.100, 0.109]}